(1)
{"formula": "H4O2", "method": "the ωB97M-V functional and the def2-TZVPD basis", "elements": ["O", "H", "H", "O", "H", "H"], "xyz": [[0.89, -0.88, -1.56], [0.25, -1.11, -2.23], [1.68, -1.36, -1.80], [-0.89, 0.97, 2.22], [-0.44, 0.72, 1.42], [-1.50, 1.66, 1.96]], "mulliken_charge": [-0.6300, 0.3168, 0.3175, -0.6423, 0.3221, 0.3160], "relative_energy_ev": 0.165, "lumo_energy_ev": 0.832, "total_energy_ha": -152.8689, "charge": 0, "multiplicity": 1, "homo_lumo_gap_ev": 12.215}


(2)
{"formula": "H4O2", "method": "the ωB97M-V functional and the def2-TZVPD basis", "elements": ["O", "H", "H", "O", "H", "H"], "xyz": [[1.79, 0.08, -0.16], [2.11, -0.38, 0.61], [0.80, 0.09, 0.01], [-1.18, 0.00, 0.01], [-1.65, 0.84, 0.00], [-1.88, -0.63, -0.46]], "mulliken_charge": [-0.6461, 0.3148, 0.3633, -0.6880, 0.3204, 0.3356], "relative_energy_ev": 0.258, "lumo_energy_ev": 0.544, "total_energy_ha": -152.8654, "charge": 0, "multiplicity": 1, "homo_lumo_gap_ev": 11.400}


(3)
{"formula": "H4O2", "method": "the ωB97M-V functional and the def2-TZVPD basis", "elements": ["O", "H", "H", "O", "H", "H"], "xyz": [[2.90, -0.83, 2.19], [2.86, 0.15, 2.33], [2.00, -1.15, 2.40], [-2.49, 1.00, -2.34], [-2.67, 0.36, -3.06], [-2.59, 0.47, -1.51]], "mulliken_charge": [-0.6492, 0.3259, 0.3234, -0.6492, 0.3256, 0.3236], "relative_energy_ev": 0.260, "lumo_energy_ev": 0.855, "total_energy_ha": -152.8654, "charge": 0, "multiplicity": 1, "homo_lumo_gap_ev": 12.447}


(4)
{"formula": "H4O2", "method": "the ωB97M-V functional and the def2-TZVPD basis", "elements": ["O", "H", "H", "O", "H", "H"], "xyz": [[-0.82, -1.55, -0.11], [-1.35, -1.49, 0.69], [-0.12, -0.91, 0.00], [0.53, 1.09, -0.43], [0.92, 0.88, 0.45], [0.84, 1.98, -0.59]], "mulliken_charge": [-0.6132, 0.3163, 0.3132, -0.6447, 0.3229, 0.3056], "relative_energy_ev": 0.240, "lumo_energy_ev": 0.588, "total_energy_ha": -152.8661, "charge": 0, "multiplicity": 1, "homo_lumo_gap_ev": 11.767}


(5)
{"formula": "H4O2", "method": "the ωB97M-V functional and the def2-TZVPD basis", "elements": ["O", "H", "H", "O", "H", "H"], "xyz": [[-0.01, 1.30, -0.94], [0.17, 0.39, -0.55], [0.73, 1.83, -0.66], [-0.37, -1.12, 0.32], [-0.97, -1.07, 1.10], [0.46, -1.34, 0.73]], "mulliken_charge": [-0.6508, 0.3611, 0.3029, -0.6899, 0.3388, 0.3379], "relative_energy_ev": 0.177, "lumo_energy_ev": 0.614, "total_energy_ha": -152.8684, "charge": 0, "multiplicity": 1, "homo_lumo_gap_ev": 11.373}


(6)
{"formula": "H4O2", "method": "the ωB97M-V functional and the def2-TZVPD basis", "elements": ["O", "H", "H", "O", "H", "H"], "xyz": [[-1.54, -0.13, 0.04], [-2.14, 0.56, -0.23], [-0.77, 0.43, -0.02], [1.42, 0.01, -0.05], [2.00, -0.74, 0.04], [1.89, 0.73, 0.29]], "mulliken_charge": [-0.6004, 0.3173, 0.2968, -0.6145, 0.2986, 0.3022], "relative_energy_ev": 0.242, "lumo_energy_ev": 0.793, "total_energy_ha": -152.8660, "charge": 0, "multiplicity": 1, "homo_lumo_gap_ev": 11.886}


(7)
{"formula": "H4O2", "method": "the ωB97M-V functional and the def2-TZVPD basis", "elements": ["O", "H", "H", "O", "H", "H"], "xyz": [[0.05, 1.36, 0.23], [-0.13, 1.20, 1.16], [1.03, 1.20, 0.17], [-0.16, -1.37, -0.22], [-0.30, -0.39, -0.53], [0.25, -1.91, -0.87]], "mulliken_charge": [-0.7100, 0.3421, 0.3540, -0.6642, 0.3793, 0.2988], "relative_energy_ev": 0.229, "lumo_energy_ev": 0.873, "total_energy_ha": -152.8665, "charge": 0, "multiplicity": 1, "homo_lumo_gap_ev": 11.877}


(8)
{"formula": "H4O2", "method": "the ωB97M-V functional and the def2-TZVPD basis", "elements": ["O", "H", "H", "O", "H", "H"], "xyz": [[1.00, -0.46, 0.19], [1.29, 0.48, 0.14], [1.80, -0.95, 0.49], [-1.45, 0.13, -0.62], [-0.74, -0.11, 0.03], [-1.89, 0.91, -0.22]], "mulliken_charge": [-0.6758, 0.3321, 0.3145, -0.6456, 0.3708, 0.3040], "relative_energy_ev": 0.191, "lumo_energy_ev": 0.631, "total_energy_ha": -152.8679, "charge": 0, "multiplicity": 1, "homo_lumo_gap_ev": 11.451}


Copy entry 1 word for word.
{"formula": "H4O2", "method": "the ωB97M-V functional and the def2-TZVPD basis", "elements": ["O", "H", "H", "O", "H", "H"], "xyz": [[0.89, -0.88, -1.56], [0.25, -1.11, -2.23], [1.68, -1.36, -1.80], [-0.89, 0.97, 2.22], [-0.44, 0.72, 1.42], [-1.50, 1.66, 1.96]], "mulliken_charge": [-0.6300, 0.3168, 0.3175, -0.6423, 0.3221, 0.3160], "relative_energy_ev": 0.165, "lumo_energy_ev": 0.832, "total_energy_ha": -152.8689, "charge": 0, "multiplicity": 1, "homo_lumo_gap_ev": 12.215}